*a*
C4H3NOS in the gas phase. Source: OMol25; level of theory: ωB97M-V/def2-TZVPD.

Cartesian coordinates (Å):
C -0.022 -1.386 -0.109
C 0.633 -0.199 -0.435
C -0.081 0.927 -0.304
C 1.331 0.937 0.124
N -1.314 -1.317 0.106
O -2.906 0.678 -0.324
S -1.743 0.340 0.398
H 0.419 -2.279 -0.196
H 1.529 0.945 1.137
H 2.153 1.354 -0.397

Kohn-Sham gap   8.903 eV
Molar mass   113.141 g/mol
HOMO   -9.8 eV
E_LUMO   -0.9 eV


*b*
C4H3NOS in the gas phase. Source: OMol25; level of theory: ωB97M-V/def2-TZVPD.

Cartesian coordinates (Å):
C -0.296 0.030 0.076
C 0.654 -1.028 0.348
C 0.142 1.245 -0.109
C 1.895 -0.461 0.461
N 2.137 0.861 0.390
O 4.138 -0.129 -1.032
S 3.642 0.046 0.312
H -1.432 -0.266 -0.056
H 0.240 -1.976 0.457
H 0.193 2.263 0.101

Kohn-Sham gap   7.728 eV
Molar mass   113.141 g/mol
HOMO   -8.6 eV
E_LUMO   -0.9 eV


Most stable structure - *a*; separation to the second - 0.573 eV.